<w>
DFT (ωB97M-V with the def2-TZVPD basis set) results for a cluster of 2 separate species, C2H5ClN2O in total.

Each line ends with the natural charge from an NBO analysis.
Positions of all 11 atoms, in Å:
1 C -0.59 -0.20 0.10  0.71
2 C 1.73 -0.04 0.47  -0.27
3 N -1.28 -1.13 -0.19  -0.63
4 N -3.60 1.20 0.49  -0.83
5 O 0.38 0.55 0.24  -0.46
6 Cl -4.01 -0.27 -0.06  0.17
7 H 2.45 0.51 -0.31  0.22
8 H 1.63 -1.11 0.30  0.20
9 H 2.12 0.14 1.45  0.21
10 H -2.31 -1.10 -0.28  0.38
11 H -3.06 1.64 -0.33  0.31

As for the orbital gap (alpha / beta): 8.1 / 5.6 eV. The calculation puts the HOMO energy (alpha / beta) at -7.96 / -6.20 eV.

***

<x>
DFT (ωB97M-V with the def2-TZVPD basis set) results for an isolated molecule of C2H5ClN2O.

Each line ends with the natural charge from an NBO analysis.
Positions of all 11 atoms, in Å:
1 C 1.71 0.84 0.29  -0.27
2 O 0.92 -0.13 -0.37  -0.41
3 N -0.32 -0.41 0.29  -0.03
4 N -0.86 -1.49 -0.43  -0.42
5 C -1.49 -0.25 -0.49  0.01
6 Cl -2.97 0.13 0.32  -0.01
7 H 2.33 1.23 -0.47  0.20
8 H 2.48 0.37 1.02  0.16
9 H 0.98 1.40 0.96  0.20
10 H -1.46 -2.03 0.20  0.36
11 H -1.32 0.35 -1.34  0.20

As for the orbital gap: 10.7 eV. The structure (SMILES) is CON1N[C@H]1Cl. The calculation puts the HOMO energy at -9.68 eV.

***

Most stable structure: <x>

***

<w>
DFT (ωB97M-V with the def2-TZVPD basis set) results for a cluster of 3 separate species, CH3N5O in total.

Each line ends with the natural charge from an NBO analysis.
Positions of all 10 atoms, in Å:
1 C 0.40 -0.64 -0.02  0.59
2 H -1.65 1.10 1.23  0.16
3 H -3.24 -0.84 -0.22  0.36
4 H 0.28 1.64 -0.31  0.47
5 N -1.90 0.11 -0.26  -0.53
6 N -0.85 -0.93 -0.13  -0.41
7 N 0.78 0.69 0.01  -0.47
8 N 2.14 0.75 -0.20  -0.02
9 N 2.50 -0.53 -0.13  0.09
10 O 1.53 -1.34 0.02  -0.23

As for the orbital gap: 7.5 eV. The calculation puts the HOMO energy at -8.74 eV.

***

<x>
DFT (ωB97M-V with the def2-TZVPD basis set) results for an isolated molecule of CH3N5O.

Each line ends with the natural charge from an NBO analysis.
Positions of all 10 atoms, in Å:
1 N -1.59 1.09 0.34  -0.59
2 N -0.38 0.98 0.87  -0.23
3 C 0.39 0.10 0.32  0.36
4 N 1.79 -0.01 0.65  -0.17
5 N 2.36 -0.82 0.00  0.19
6 O 1.67 -1.21 -1.07  -0.24
7 N 0.11 -0.93 -0.66  -0.40
8 H -2.09 0.02 0.28  0.32
9 H -2.11 1.50 1.00  0.35
10 H -0.15 -0.72 -1.71  0.41

As for the orbital gap: 9.1 eV. The structure (SMILES) is N/N=c1/nno[nH]1. The calculation puts the HOMO energy at -9.15 eV.

***

Most stable structure: <x>